The molecule C28H51N3O at a distorted geometry. Source: OMol25; level of theory: the ωB97M-V functional and the def2-TZVPD basis.

The strongest force on any atom comes out at 0.088 Eh/bohr. Its total energy is -36380.3942 eV. As for the SMILES: CCCCCCCC[C@@](C#N)(CCCCCC)[C@@](C#N)(CCCCCCC)CCC(N)=O. As for the spin multiplicity: 1. The HOMO energy is -0.3533 hartree. As for the LUMO energy: 0.558 eV.

Element x y z (Å)
C: -1.50246 -4.76987 0.63685
C: -2.09496 -5.20959 -0.71241
C: -3.28943 -4.35590 -1.16250
C: -2.80751 -3.11802 -1.94187
C: -3.61007 -1.84714 -1.69389
C: -3.87125 -1.50515 -0.21850
C: -3.72246 -0.02811 0.13071
C: -2.32720 0.59948 0.11144
C: -1.26831 0.02340 1.07639
C: -1.98314 -0.61008 2.18525
N: -2.60713 -1.13249 3.04646
C: -0.42376 -1.12082 0.48983
C: 0.62860 -0.80595 -0.57969
C: 0.09925 -0.66582 -2.02088
C: 0.58803 0.59914 -2.76936
C: 1.39208 0.29510 -4.04927
C: 2.84974 0.71946 -3.88649
C: -0.43211 1.20811 1.66696
C: 0.74933 0.60967 2.28704
N: 1.66344 0.11422 2.83792
C: 0.07670 2.14253 0.52410
C: 1.52907 2.56233 0.64882
C: 1.88112 3.67915 -0.33138
C: 3.38935 3.85962 -0.37419
C: 4.11268 2.64921 -0.98665
C: 5.00108 1.86841 0.01034
C: 4.62064 0.39058 0.12967
C: -1.19982 2.09662 2.68547
C: -0.73820 2.12441 4.14958
C: -1.20412 0.94246 4.98794
N: -0.31976 -0.07756 5.38154
O: -2.38543 0.90755 5.31598
H: -2.02737 -3.92274 1.06082
H: -0.46178 -4.48819 0.53155
H: -1.52796 -5.55982 1.37680
H: -2.35903 -6.25933 -0.64954
H: -1.31002 -5.14118 -1.45644
H: -3.88868 -4.98753 -1.80561
H: -3.83538 -4.09955 -0.26434
H: -1.74393 -2.99129 -1.77320
H: -2.91098 -3.35710 -2.99512
H: -3.17283 -0.97755 -2.17685
H: -4.56834 -1.99176 -2.17990
H: -3.31279 -2.13638 0.45921
H: -4.90818 -1.74591 -0.01200
H: -4.23487 0.16946 1.06213
H: -4.29141 0.51626 -0.62088
H: -1.97040 0.60857 -0.90874
H: -2.48014 1.64172 0.36726
H: -1.12625 -1.81392 0.04417
H: 0.06058 -1.68409 1.27509
H: 1.27803 0.01857 -0.32439
H: 1.28625 -1.66800 -0.59255
H: 0.47780 -1.50257 -2.59414
H: -0.97616 -0.74943 -2.05349
H: -0.29479 1.16706 -3.04330
H: 1.20760 1.19735 -2.11422
H: 1.31001 -0.74188 -4.34731
H: 0.98791 0.90072 -4.85330
H: 3.40940 0.63538 -4.80887
H: 3.31636 0.12055 -3.10974
H: 2.87697 1.75451 -3.57314
H: -0.52191 3.04283 0.46329
H: -0.02928 1.65811 -0.43700
H: 1.74501 2.95299 1.63679
H: 2.19537 1.74185 0.42287
H: 1.54149 3.43534 -1.33393
H: 1.46032 4.61477 0.02131
H: 3.78886 4.04916 0.61707
H: 3.62537 4.73490 -0.96931
H: 4.75208 2.94099 -1.80586
H: 3.37895 1.93613 -1.34493
H: 6.03246 1.90545 -0.31349
H: 4.95255 2.29951 1.00369
H: 3.86152 0.21916 0.88384
H: 5.48167 -0.19005 0.44042
H: 4.29389 -0.02741 -0.81641
H: -1.11446 3.12657 2.37317
H: -2.26413 1.89433 2.69429
H: -1.25600 2.96908 4.58629
H: 0.31904 2.35607 4.22146
H: -0.49344 -0.91555 4.84578
H: 0.64701 0.19895 5.31552

Cartesian forces (eV/Å) of the 6 atoms listed first:
0.15 -0.04 -0.18
0.10 0.12 0.39
0.95 -0.37 -0.09
-0.42 -0.17 0.00
-0.05 -0.07 0.41
-0.25 0.11 -0.11

=====

A cluster of 10 separate species, C25H70O20S10 in total at a distorted geometry. Source: OMol25; level of theory: the ωB97M-V functional and the def2-TZVPD basis.

As for the relative energy (zero: lowest compared OMol25 entry of this formula, charge and spin): 5.151 eV. The strongest force on any atom comes out at 0.079 Eh/bohr. Its total energy is -176350.7935 eV. As for the spin multiplicity: 1. The HOMO energy is -0.3138 hartree. As for the LUMO energy: -0.116 eV.

Element x y z (Å)
O: 1.46574 -3.94481 1.73734
S: 0.38292 -4.81153 1.28471
O: 0.01180 -4.88466 -0.13926
O: 0.57527 -6.33025 1.94554
C: -0.37780 -7.29102 1.65325
C: -0.00185 -8.68847 2.29883
C: -1.21866 -4.36360 2.07002
H: -0.61674 -7.50347 0.61120
H: -1.41782 -7.06743 1.89090
H: -0.03974 -8.55739 3.38025
H: 0.99177 -9.11514 2.16188
H: -0.64595 -9.52946 2.04193
H: -1.45455 -3.31533 1.88678
H: -1.10215 -4.67426 3.10829
H: -1.93678 -4.93804 1.48486
O: 0.68768 2.54319 -2.49488
S: 0.06987 3.75071 -2.07609
O: -0.65365 3.88268 -0.81848
O: 1.17962 4.99342 -2.23709
C: 2.42192 4.82043 -2.91588
C: 3.58323 5.64470 -2.41441
C: -0.95051 4.44785 -3.47153
H: 2.26844 5.09985 -3.95822
H: 2.85199 3.82062 -2.85645
H: 3.26886 6.67704 -2.56793
H: 4.55364 5.43275 -2.86327
H: 3.88363 5.51046 -1.37526
H: -1.65272 3.67549 -3.78532
H: -0.37737 4.90675 -4.27715
H: -1.56419 5.19551 -2.96905
O: -4.94853 -1.57504 -1.62520
S: -6.20894 -1.72742 -0.85941
O: -6.44227 -3.00118 -0.13470
O: -6.35432 -0.39744 0.10463
C: -5.49787 0.71639 -0.17967
C: -6.08391 1.88206 0.67596
C: -7.62266 -1.35638 -1.94662
H: -5.41667 0.78548 -1.26445
H: -4.53428 0.35814 0.18263
H: -7.16775 1.98070 0.73668
H: -5.68839 2.83430 0.32257
H: -5.72800 1.69028 1.68821
H: -8.52181 -1.50666 -1.34909
H: -7.43892 -1.97000 -2.82856
H: -7.53414 -0.30229 -2.20961
O: 7.36190 3.75755 1.82225
S: 6.63545 3.72548 3.09954
O: 7.34203 4.06333 4.35713
O: 5.18467 4.67355 3.11628
C: 4.35929 4.90103 1.93952
C: 3.16494 3.96644 1.98587
C: 6.01513 1.98237 3.28810
H: 5.01682 4.95554 1.07187
H: 3.99031 5.89324 2.19929
H: 2.72523 4.10871 2.97304
H: 3.51757 2.94220 1.86472
H: 2.44323 4.19211 1.20082
H: 4.94895 1.84281 3.46666
H: 6.61680 1.38665 3.97455
H: 6.25058 1.48489 2.34725
O: 6.30056 4.13574 -1.35677
S: 6.39451 2.71786 -1.00632
O: 5.70739 2.21327 0.14266
O: 5.92862 1.83068 -2.34127
C: 5.33836 0.50346 -2.17346
C: 3.82429 0.64355 -2.43932
C: 8.17655 2.18277 -1.02561
H: 5.44102 0.16527 -1.14236
H: 5.66629 -0.19731 -2.94124
H: 3.71104 1.00504 -3.46138
H: 3.41477 1.46128 -1.84628
H: 3.26143 -0.28839 -2.49210
H: 8.81528 3.06315 -0.95455
H: 8.40597 1.71210 -1.98161
H: 8.34270 1.55313 -0.15151
C: -0.19336 3.34866 4.47339
S: -0.66023 1.62205 4.15838
O: -1.37406 1.28551 5.50631
C: -2.10651 1.96637 3.04604
H: 0.65242 3.34171 5.16092
H: -0.91215 3.91869 5.06205
H: -0.17477 3.93169 3.55261
H: -2.98850 2.15862 3.65697
H: -2.29539 1.05419 2.48002
H: -1.87270 2.85073 2.45331
C: -1.22709 -0.52401 -1.07671
S: -0.69111 0.40632 0.38517
O: -0.92227 -0.51298 1.55545
C: 1.10147 0.51152 0.21554
H: -0.93297 -1.57323 -1.10406
H: -0.90340 0.21918 -1.80540
H: -2.29836 -0.45735 -1.26658
H: 1.64785 -0.43162 0.22197
H: 1.44577 1.17754 1.00673
H: 1.42113 0.87514 -0.76103
C: 1.03328 -3.18811 -4.87401
S: 1.39083 -1.51773 -4.35827
O: 1.39645 -1.70921 -2.84911
C: -0.17970 -0.67043 -4.82732
H: 0.02027 -3.50321 -5.12423
H: 1.45831 -3.97153 -4.24654
H: 1.53067 -3.28241 -5.83931
H: -0.99542 -1.38060 -4.69183
H: -0.18368 -0.26306 -5.83833
H: -0.41493 0.21153 -4.23157
C: -3.05356 -1.13905 4.21644
S: -4.79640 -1.81907 4.12855
O: -4.46900 -3.30875 4.47297
C: -5.33550 -0.91963 5.59156
H: -2.67539 -1.56649 5.14510
H: -3.06404 -0.06247 4.38666
H: -2.38832 -1.43000 3.40349
H: -6.17309 -1.49220 5.98994
H: -5.65177 0.12297 5.55907
H: -4.53523 -1.11276 6.30595
C: -1.90946 -4.21499 -2.81968
S: -3.45029 -3.45554 -3.55575
O: -3.32487 -3.63410 -5.07951
C: -4.61871 -4.64962 -2.88374
H: -0.94883 -3.75007 -3.04136
H: -1.73084 -5.25959 -3.07464
H: -1.95946 -4.01288 -1.74974
H: -4.83900 -4.59066 -1.81787
H: -4.56555 -5.69945 -3.17206
H: -5.58163 -4.27468 -3.23059

Cartesian forces (eV/Å) of the 6 atoms listed first:
-1.34 -2.10 -0.61
-1.68 1.38 -0.64
1.36 -0.45 1.88
0.93 2.16 -0.58
-1.52 -3.66 -0.93
0.14 0.95 0.87

=====

The ion CH3OS2 with charge -1 at a distorted geometry. Source: OMol25; level of theory: the ωB97M-V functional and the def2-TZVPD basis.

As for the relative energy (zero: lowest compared OMol25 entry of this formula, charge and spin): 0.000 eV. The strongest force on any atom comes out at 0.061 Eh/bohr. Its total energy is -24804.0339 eV. As for the charge: -1. As for the spin multiplicity: 1. The HOMO energy is -0.1096 hartree. As for the LUMO energy: 3.966 eV.

Element x y z (Å)
C: -0.76207 0.13783 0.05089
O: 1.23730 -1.58167 -0.50120
S: 1.95938 1.18137 -0.07457
S: 1.09620 -0.49243 0.47640
H: -0.94540 1.16032 0.00692
H: -1.40889 -0.13306 0.88403
H: -1.17651 -0.27236 -0.84247

Cartesian forces (eV/Å) of the 6 atoms listed first:
0.48 -1.59 1.76
0.45 -1.15 -0.66
1.03 0.84 -0.15
-2.85 1.29 -0.22
0.73 2.16 -0.19
-0.10 -0.69 0.24

=====

A structure of composition C32H20F5N4O2S2V at a distorted geometry. Source: OMol25; level of theory: the ωB97M-V functional and the def2-TZVPD basis.

As for the relative energy (zero: lowest compared OMol25 entry of this formula, charge and spin): 0.487 eV. The strongest force on any atom comes out at 0.033 Eh/bohr. Its total energy is -104512.5470 eV. Its expectation value of S² is 3.79. As for the charge: -1. As for the spin multiplicity: 4. The HOMO energy (spin up / spin down) is -0.1221 / -0.1762 hartree. As for the LUMO energy (spin up / spin down): 2.380 / 2.289 eV.

Element x y z (Å)
V: -1.91521 -0.62549 -1.01760
F: 5.17707 0.12585 -2.32760
C: 3.86880 0.39931 -2.21180
C: 2.96016 -0.60645 -1.98910
F: 3.38498 -1.87604 -1.91584
C: 1.61896 -0.30463 -1.84823
F: 0.79316 -1.35033 -1.67112
C: 1.11462 0.98876 -1.87378
S: -0.56402 1.41239 -1.54986
C: 2.06543 1.96594 -2.15056
F: 1.69645 3.24901 -2.25281
C: 3.40938 1.69015 -2.31391
F: 4.27899 2.68109 -2.56950
C: 5.46784 0.46042 3.21387
O: 4.32479 1.17983 2.79290
C: 3.20850 1.08719 3.56318
C: 2.12375 1.85438 3.15210
C: 0.93749 1.81836 3.85639
C: 0.80885 1.03014 5.00167
C: 1.90431 0.30844 5.42769
C: 3.10398 0.30784 4.70566
N: -0.37152 1.05266 5.85533
N: -1.51912 1.10976 5.36535
C: -1.84288 0.78564 4.00956
C: -2.93169 1.49111 3.52999
C: -3.38190 1.43081 2.21535
C: -2.72315 0.60913 1.30683
O: -3.07620 0.43818 0.07581
C: -1.61370 -0.18627 1.79528
N: -1.06204 -1.00696 0.84989
C: -0.18346 -1.92111 1.24816
C: 0.15789 -2.07364 2.59343
C: -0.35598 -1.22244 3.53512
C: -1.23244 -0.18529 3.14443
H: 6.26692 0.72931 2.53010
H: 5.30273 -0.61817 3.16491
H: 5.75930 0.72998 4.23040
H: 2.22194 2.46249 2.26029
H: 0.09983 2.41764 3.52140
H: 1.80813 -0.29210 6.32779
H: 3.92684 -0.30596 5.04486
H: -3.41479 2.15662 4.23930
H: -4.23360 2.01024 1.88510
H: 0.21545 -2.56780 0.48028
H: 0.83060 -2.87221 2.88325
H: -0.11024 -1.36612 4.57791
C: -3.93803 1.67879 -2.67265
C: -3.33089 0.59694 -3.51213
C: -3.30598 0.72360 -4.92502
C: -2.65386 -0.19259 -5.67880
C: -2.05806 -1.31859 -5.06518
C: -1.33762 -2.30385 -5.78723
C: -0.82691 -3.37983 -5.12150
C: -1.06698 -3.56480 -3.73833
C: -1.77762 -2.64432 -2.99932
S: -2.26451 -2.93909 -1.32952
C: -2.20908 -1.44257 -3.67333
N: -2.78331 -0.43668 -2.91161
H: -4.67623 2.23405 -3.25402
H: -3.15811 2.37387 -2.34949
H: -4.39401 1.27011 -1.77821
H: -3.78011 1.58534 -5.37975
H: -2.59068 -0.08047 -6.75763
H: -1.19739 -2.18313 -6.85675
H: -0.25105 -4.12386 -5.66436
H: -0.70474 -4.45456 -3.23711

Cartesian forces (eV/Å) of the 6 atoms listed first:
1.14 -0.36 -0.49
0.05 -0.01 -0.06
0.31 -0.10 -0.01
-0.18 -0.21 0.00
-0.02 -0.04 0.01
0.09 -0.28 0.04

=====

A cluster of 2 separate species, C5H13N3O in total at a distorted geometry. Source: OMol25; level of theory: the ωB97M-V functional and the def2-TZVPD basis.

As for the relative energy (zero: lowest compared OMol25 entry of this formula, charge and spin): 3.776 eV. The strongest force on any atom comes out at 0.093 Eh/bohr. Its total energy is -11910.8407 eV. As for the SMILES: CNC(N)=O.C/C=N\C. As for the spin multiplicity: 1. The HOMO energy is -0.2724 hartree. As for the LUMO energy: 0.710 eV.

Element x y z (Å)
C: -0.96478 -0.99734 0.30846
C: -1.94081 1.30956 0.24202
C: 1.01391 0.64042 -1.52360
C: -1.58206 -1.99037 -0.63250
N: -1.67528 -0.00430 0.73012
N: 1.47936 -0.05925 -0.33721
C: 1.47732 0.57346 0.96681
N: 2.46563 0.06801 1.80589
O: 0.83480 1.54295 1.29044
H: 2.40205 -0.44051 -0.53075
H: -0.37315 -1.50313 1.08252
H: 3.38404 0.47841 1.74731
H: 2.11345 -0.31124 2.67150
H: -2.49843 1.41453 -0.69251
H: -2.44380 1.88579 1.02011
H: -1.00937 1.86558 0.07097
H: 0.79578 1.70534 -1.49084
H: 1.68878 0.42515 -2.35424
H: 0.09069 0.14025 -1.80627
H: -2.17293 -1.49163 -1.39744
H: -2.26211 -2.63402 -0.07202
H: -0.82309 -2.61766 -1.09878

Cartesian forces (eV/Å) of the 6 atoms listed first:
-4.20 -0.47 2.25
-0.93 0.32 -0.36
-1.01 -0.85 -0.73
0.94 0.14 -1.49
3.70 0.70 -0.11
1.11 1.59 1.63